Record 1
Entry from OMol25: a molecular structure, C2H3I3S in a non-equilibrium geometry (the ωB97M-V functional and the def2-TZVPD basis).

Cartesian coordinates (Å):
C  -1.4974  -0.6140  -0.0211
C  1.3609  -0.0502  -0.0247
S  -1.8110  1.0743  -0.2229
I  1.8024  0.3929  1.9854
I  1.3743  1.5575  -1.3232
I  2.2149  -1.8486  -0.8590
H  -1.0416  -0.8531  0.9473
H  -1.5519  -1.1900  -0.9683
H  -0.8506  1.5312  0.4863

Cartesian forces (eV/Å) of the 2 atoms listed first:
C 0.864 0.919 -0.322
C 0.399 -0.717 -0.305

Computed properties:
E_HOMO (alpha / beta): -8.34 / -7.75 eV

Mulliken population analysis, charges in e, atoms 1 to 6: -0.5667 -0.6396 -0.0832 0.1876 0.2452 0.1051

***

Record 2
Entry from OMol25: a gas-phase ion, C2H3IN (charge +1) in a non-equilibrium geometry (the ωB97M-V functional and the def2-TZVPD basis).

Cartesian coordinates (Å):
N  0.2388  -0.0645  0.0072
C  1.4957  -0.6324  0.2631
C  2.6475  -0.8256  0.8859
I  4.4139  -1.6186  1.3404
H  0.0603  0.7388  0.6348
H  -0.4961  -0.7789  0.1562
H  0.1926  0.2530  -0.9763

Cartesian forces (eV/Å) of the 2 atoms listed first:
N -0.354 0.051 -0.071
C 8.067 -1.361 4.293

Computed properties:
E_HOMO: -13.76 eV
Net charge: +1

Mulliken population analysis, charges in e, atoms 1 to 6: -0.2745 0.0937 -0.4249 0.4385 0.3802 0.3944

***

Record 3
Entry from OMol25: 2 unconnected molecules or ions with the total composition C2H3IN2 in a non-equilibrium geometry (the ωB97M-V functional and the def2-TZVPD basis).

Cartesian coordinates (Å):
C  1.7806  -0.3421  0.1494
C  -0.3416  0.3208  0.0791
N  0.5370  -0.6143  0.1700
N  -0.8159  1.4665  0.2141
I  -4.7000  -0.1253  -0.0140
H  2.6131  -1.1385  0.3419
H  2.2353  0.5272  -0.5081
H  -1.3084  -0.0943  -0.4323

Cartesian forces (eV/Å) of the 2 atoms listed first:
C 2.798 -0.573 -2.883
C -6.799 1.810 -3.275

Computed properties:
E_HOMO (alpha / beta): -10.14 / -8.94 eV

Mulliken population analysis, charges in e, atoms 1 to 6: -0.1999 0.4116 -0.3389 -0.4214 0.0084 0.2351

***

Record 4
Entry from OMol25: C2H3IN2 in the gas phase in a non-equilibrium geometry (the ωB97M-V functional and the def2-TZVPD basis).

Cartesian coordinates (Å):
C  1.7463  0.2988  0.1387
N  0.6644  0.1916  -0.4838
N  -0.5963  0.3792  -0.2603
C  -1.5095  -0.4697  -0.1131
I  -3.4738  0.1570  -0.1669
H  2.6506  0.3596  -0.5417
H  1.9342  0.6317  1.2368
H  -1.4160  -1.5482  0.1903

Cartesian forces (eV/Å) of the 2 atoms listed first:
C 1.611 1.691 1.018
N 0.363 -0.800 -1.111

Computed properties:
E_HOMO: -8.88 eV

Mulliken population analysis, charges in e, atoms 1 to 6: -0.2241 -0.2222 -0.1700 -0.2604 0.0515 0.2187

***

Record 5
Entry from OMol25: 2 unconnected molecules or ions with the total composition C2H3IN2 in a non-equilibrium geometry (the ωB97M-V functional and the def2-TZVPD basis).

Cartesian coordinates (Å):
C  -1.6105  -0.6464  0.8326
C  1.3407  0.5360  -0.7497
N  -0.4313  -0.3033  0.9256
N  0.6978  -0.4875  -0.7453
I  2.9001  1.0359  -2.1694
H  -2.0798  -0.4829  1.7254
H  -2.2213  -0.7908  -0.0390
H  1.4043  1.1390  0.2198

Cartesian forces (eV/Å) of the 2 atoms listed first:
C 0.464 0.611 -2.304
C 1.886 2.235 2.588

Computed properties:
E_HOMO (alpha / beta): -9.04 / -9.04 eV

Mulliken population analysis, charges in e, atoms 1 to 6: -0.1844 -0.1262 -0.3311 -0.3649 0.0291 0.2846

***

Record 6
Entry from OMol25: a molecular structure, C2H3IN2O in a non-equilibrium geometry (the ωB97M-V functional and the def2-TZVPD basis).

Cartesian coordinates (Å):
C  0.3386  -0.0749  0.3375
C  -0.8433  0.0079  -0.5750
N  1.6613  0.1349  -0.2670
N  1.8253  1.1543  0.4653
O  0.6236  0.9866  1.1693
I  -0.6088  -2.4099  1.3477
H  -1.7753  -0.2607  -0.1332
H  -0.6340  1.0986  -0.9709
H  -0.5874  -0.6367  -1.3736

Cartesian forces (eV/Å) of the 2 atoms listed first:
C 2.319 1.153 -1.572
C 2.420 2.304 -0.121

Computed properties:
⟨S²⟩: 2.016
Spin multiplicity: 3
E_HOMO (alpha / beta): -8.30 / -10.41 eV

Mulliken population analysis, charges in e, atoms 1 to 6: 0.6010 -1.2855 -0.2750 -0.0952 -0.2037 0.1371

***

Record 7
Entry from OMol25: 2 unconnected molecules or ions with the total composition C2H3INO2 in a non-equilibrium geometry (the ωB97M-V functional and the def2-TZVPD basis).

Cartesian coordinates (Å):
C  1.6124  -0.4217  0.1198
C  -1.2613  0.8917  0.1005
N  0.4065  -0.8609  -0.1269
O  2.2888  -1.4919  -0.0976
O  1.9959  0.6962  0.3991
I  -3.0963  -0.0217  -0.0682
H  -0.8049  0.9892  1.0065
H  -1.2813  1.7988  -0.5872
H  0.1402  -1.5797  -0.7460

Cartesian forces (eV/Å) of the 2 atoms listed first:
C 3.328 -0.698 -1.425
C 0.986 -0.539 -3.890

Computed properties:
E_HOMO: -3.53 eV
Net charge: -1

Mulliken population analysis, charges in e, atoms 1 to 6: 0.6944 -0.6676 -0.3340 -0.7176 -0.6930 -0.0568

***

Record 8
Entry from OMol25: a molecular structure, C2H3INO2 in a non-equilibrium geometry (the ωB97M-V functional and the def2-TZVPD basis).

Cartesian coordinates (Å):
C  1.5039  -0.8334  0.1245
C  -1.2936  0.1150  -0.0402
N  0.0875  0.5481  0.1059
O  0.9463  -1.8213  0.0554
O  0.4109  1.6753  -0.0919
I  3.3137  0.1683  -0.0350
H  -1.2570  -0.8879  0.2951
H  -1.6664  0.2998  -1.0201
H  -2.0453  0.7362  0.6063

Cartesian forces (eV/Å) of the 2 atoms listed first:
C -0.069 1.159 -0.333
C -1.240 1.550 2.297

Computed properties:
E_HOMO: -15.42 eV
Net charge: +1

Mulliken population analysis, charges in e, atoms 1 to 6: 0.3701 -0.6415 0.2892 -0.1922 -0.2463 0.4655

***

Record 9
Entry from OMol25: 2 unconnected molecules or ions with the total composition C2H3IO2 in a non-equilibrium geometry (the ωB97M-V functional and the def2-TZVPD basis).

Cartesian coordinates (Å):
C  -0.3111  -0.3035  -0.4065
C  -0.1326  -0.4207  1.0334
O  -0.8361  -0.7230  -1.3497
O  0.7276  1.2620  -0.9130
I  0.8754  1.3584  -2.8201
H  -0.7725  0.3140  1.6457
H  -0.3702  -1.3098  1.4383
H  0.8194  -0.1773  1.3720

Cartesian forces (eV/Å) of the 2 atoms listed first:
C 1.195 2.826 -2.306
C -1.465 3.633 0.548

Computed properties:
E_HOMO: -8.39 eV

Mulliken population analysis, charges in e, atoms 1 to 6: 0.9462 -1.1078 -0.3208 -0.6988 0.1567 0.2799

***

Record 10
Entry from OMol25: 2 unconnected molecules or ions with the total composition C2H3IOS in a non-equilibrium geometry (the ωB97M-V functional and the def2-TZVPD basis).

Cartesian coordinates (Å):
O  0.5498  -0.3451  -1.0782
C  -0.5526  -1.0240  -1.4851
C  -1.6944  -0.5695  -1.9203
S  -3.0565  -0.0880  -2.5767
H  0.2952  0.6696  -1.1789
H  -0.4811  -2.0499  -1.0521
I  3.0281  0.5086  1.5546
H  2.2896  -0.9090  1.1142

Cartesian forces (eV/Å) of the 2 atoms listed first:
O -0.609 4.157 -0.637
C -0.078 -1.876 1.641

Computed properties:
E_HOMO: -8.25 eV

Mulliken population analysis, charges in e, atoms 1 to 6: -0.4228 0.2162 -0.0074 -0.3185 0.2956 0.2428

***

Record 11
Entry from OMol25: C2H3IS2 in the gas phase in a non-equilibrium geometry (the ωB97M-V functional and the def2-TZVPD basis).

Cartesian coordinates (Å):
I  1.9388  0.3561  -1.7503
C  0.8331  0.4942  0.0580
C  -0.6190  -0.5418  -0.0854
S  -1.3940  -0.9034  1.4715
S  -2.1586  0.3341  0.0133
H  1.4121  0.0870  0.8762
H  0.4933  1.5042  0.2298
H  -0.5057  -1.3304  -0.8132

Cartesian forces (eV/Å) of the 2 atoms listed first:
I -0.082 0.104 0.197
C -2.897 -2.542 -0.519

Computed properties:
E_HOMO: -8.62 eV

Mulliken population analysis, charges in e, atoms 1 to 6: 0.0574 -0.7994 -0.1333 -0.1409 -0.1489 0.3385

***

Record 12
Entry from OMol25: a molecular structure, C2H3InO2 in a non-equilibrium geometry (the ωB97M-V functional and the def2-TZVPD basis).

Cartesian coordinates (Å):
In  11.7921  -10.4136  -9.9290
C  8.4898  -10.0539  -12.0546
C  9.8302  -9.9802  -11.3256
O  10.2245  -9.0390  -10.6400
O  10.3928  -11.1217  -11.2592
H  8.1122  -11.0591  -11.8676
H  8.5519  -10.0206  -13.1424
H  7.7056  -9.4311  -11.6243

Cartesian forces (eV/Å) of the 2 atoms listed first:
In 0.041 0.467 0.106
C -1.304 -0.890 -0.139

Computed properties:
E_HOMO: -22.29 eV
Net charge: +2

Mulliken population analysis, charges in e, atoms 1 to 6: 1.3000 -0.8469 1.1693 -0.3525 -0.3125 0.3474

***

Record 13
Entry from OMol25: a molecular structure, C2H3LaO2 in a non-equilibrium geometry (the ωB97M-V functional and the def2-TZVPD basis).

Cartesian coordinates (Å):
C  -0.6682  0.1161  0.4750
C  0.2027  -0.4433  -0.4827
O  1.4613  -0.3636  -0.4067
O  -1.9496  0.0571  0.2647
H  -0.2411  -0.7760  -1.4330
H  -2.3340  0.9150  0.0332
La  3.7755  0.5293  0.0510
H  -0.2465  -0.0346  1.4985

Cartesian forces (eV/Å) of the 2 atoms listed first:
C 0.247 -2.711 1.608
C -1.199 1.020 -2.156

Computed properties:
⟨S²⟩: 0.754
Spin multiplicity: 2
E_HOMO (alpha / beta): -21.51 / -22.79 eV
Net charge: +3

Mulliken population analysis, charges in e, atoms 1 to 6: -0.0869 0.1956 -0.5560 -0.3020 0.4241 0.4302

***

Record 14
Entry from OMol25: a molecular structure, C2H3Li2NaO2 in a non-equilibrium geometry (the ωB97M-V functional and the def2-TZVPD basis).

Cartesian coordinates (Å):
O  0.7685  1.7226  2.3282
C  0.0965  -1.5627  -0.5757
C  -0.6022  -0.4097  -0.4086
O  0.0293  0.7670  -0.4037
Na  -0.9686  1.8371  1.4890
H  -0.4401  -2.5116  -0.5714
H  1.1515  -1.5868  -0.8776
H  -1.6938  -0.3933  -0.2995
Li  1.3081  0.3358  1.2046
Li  0.3508  1.8018  -1.8854

Cartesian forces (eV/Å) of the 2 atoms listed first:
O 1.637 -0.602 0.237
C -1.163 0.285 -0.076

Computed properties:
⟨S²⟩: 0.754
Spin multiplicity: 2
E_HOMO (alpha / beta): -12.65 / -12.64 eV
Net charge: +1

Mulliken population analysis, charges in e, atoms 1 to 6: -0.9523 -0.7668 0.0945 -0.9955 0.9913 0.2278

***

Record 15
Entry from OMol25: a molecular structure, C2H3LiO2Sn in a non-equilibrium geometry (the ωB97M-V functional and the def2-TZVPD basis).

Cartesian coordinates (Å):
O  0.1604  0.1554  2.0831
C  0.0092  0.1943  0.8307
C  -1.3860  0.1952  0.2557
O  -1.3893  0.1696  -1.1165
H  -1.8839  1.0934  0.6998
H  -1.9038  -0.6757  0.7312
Li  -2.9875  -0.4938  -1.5393
Sn  1.9452  0.0298  1.3635
H  3.4052  -0.1040  2.1362

Cartesian forces (eV/Å) of the 2 atoms listed first:
O -3.868 0.275 3.531
C -2.731 0.042 -1.474

Computed properties:
E_HOMO (alpha / beta): -5.59 / -5.65 eV

Mulliken population analysis, charges in e, atoms 1 to 6: -0.4439 -0.0954 -0.0537 -0.9297 0.2419 0.1944

***

Record 16
Entry from OMol25: a molecular structure, C2H3LiO2Tl in a non-equilibrium geometry (the ωB97M-V functional and the def2-TZVPD basis).

Cartesian coordinates (Å):
O  0.6818  1.1554  0.2374
C  1.3593  2.2754  0.0141
C  -0.8815  -1.5424  -0.4187
O  0.1680  -2.0099  0.0931
Tl  -1.2341  0.6450  -0.3196
H  0.8148  3.1638  -0.3357
H  2.4584  2.2623  -0.0065
H  -1.6076  -2.3869  -0.6465
Li  1.1770  -0.5321  0.7372

Cartesian forces (eV/Å) of the 2 atoms listed first:
O 3.258 -0.635 1.055
C 0.415 1.061 -0.240

Computed properties:
⟨S²⟩: 0.753
Spin multiplicity: 2
E_HOMO (alpha / beta): -6.62 / -6.96 eV

Mulliken population analysis, charges in e, atoms 1 to 6: -0.5965 -0.4284 -0.2053 -0.6886 0.2831 0.2295

***

Record 17
Entry from OMol25: a molecular structure, C2H3LiOSr (the ωB97M-V functional and the def2-TZVPD basis).

Cartesian coordinates (Å):
O  -1.4812  -0.1407  -0.7134
C  -1.2764  -1.0804  -1.5285
Li  -0.7998  0.8674  1.1136
Sr  0.8840  0.3473  -1.5123
H  -2.1913  -1.6889  -1.7257
C  1.3480  0.5702  1.0789
H  2.3926  0.9194  1.1842
H  1.1242  0.2058  2.1031

Cartesian forces (eV/Å) of the 2 atoms listed first:
O 0.364 0.491 0.529
C 0.359 0.432 -0.352

Computed properties:
⟨S²⟩: 0.753
Spin multiplicity: 2
E_HOMO (alpha / beta): -11.71 / -11.71 eV
Net charge: +1

Mulliken population analysis, charges in e, atoms 1 to 6: -0.6332 -0.3531 0.9328 1.7574 0.1364 -1.3278

***

Record 18
Entry from OMol25: a molecular structure, C2H3LuOP in a non-equilibrium geometry (the ωB97M-V functional and the def2-TZVPD basis).

Cartesian coordinates (Å):
P  -0.7071  -2.6792  -3.7991
O  0.7433  -0.7115  0.1636
C  0.5910  0.3711  0.8955
H  1.3284  0.4828  1.7082
C  -0.3774  1.3007  0.7837
H  -0.3883  2.1532  1.4631
H  -1.1684  1.2116  0.0347
Lu  -0.0215  -2.1286  -1.2499

Cartesian forces (eV/Å) of the 2 atoms listed first:
P 0.136 0.252 0.446
O -1.425 -3.394 -3.348

Computed properties:
E_HOMO (alpha / beta): -12.31 / -12.31 eV
Net charge: +1

Mulliken population analysis, charges in e, atoms 1 to 6: -0.0257 -0.6259 0.2892 0.2652 -0.6980 0.2406

***

Record 19
Entry from OMol25: a molecular structure, C2H3MgNaO in a non-equilibrium geometry (the ωB97M-V functional and the def2-TZVPD basis).

Cartesian coordinates (Å):
O  1.7661  1.1284  0.2107
C  1.1144  0.6418  -0.7814
Mg  0.4587  -0.1358  1.9918
Na  0.2853  -1.8403  -1.0089
H  1.2509  1.2390  -1.7161
C  -1.2150  -0.2807  0.6398
H  -2.0014  -1.0212  0.8674
H  -1.6590  0.2689  -0.2034

Cartesian forces (eV/Å) of the 2 atoms listed first:
O -2.309 -1.675 -1.127
C 1.963 0.261 1.944

Computed properties:
⟨S²⟩: 0.776
Spin multiplicity: 2
E_HOMO (alpha / beta): -11.20 / -11.01 eV
Net charge: +1

Mulliken population analysis, charges in e, atoms 1 to 6: -0.5435 -0.1731 0.9106 0.8599 0.2314 -1.2066

***

Record 20
Entry from OMol25: a molecular structure, C2H3MnO2 in a non-equilibrium geometry (the ωB97M-V functional and the def2-TZVPD basis).

Cartesian coordinates (Å):
O  0.3602  1.5402  0.6077
Mn  1.8477  0.0153  0.2608
O  1.4736  1.8917  -0.1141
C  -0.8958  -0.1881  -0.1161
C  0.1864  -1.0897  -0.1246
H  -1.8172  -0.3955  0.4507
H  -1.0737  0.3588  -1.0579
H  -0.0811  -2.1326  0.0935

Cartesian forces (eV/Å) of the 2 atoms listed first:
O 1.507 0.923 0.189
Mn -0.671 -0.027 -0.247

Computed properties:
⟨S²⟩: 12.029
Spin multiplicity: 7
E_HOMO (alpha / beta): -7.60 / -7.85 eV

Mulliken population analysis, charges in e, atoms 1 to 6: -0.2120 0.5645 -0.4494 -0.3501 -0.3924 0.2564

***

Calculated energy above the lowest of the compared OMol25 structures with the same formula, charge and spin in order - 71.3; 40.2; 82.1; 27.7; 63.3; 49.4; 107.1; 25.2; 71.3; 54.1; 16.6; 0.0; 0.0; 0.4; 92.3; 0.0; 0.0; 0.0; 19.7; 112.0 kcal/mol